Molecular formula: C5H7NO
Method: DFT, the ωB97M-V functional and the def2-TZVPD basis

Summary:
Spin multiplicity: 1
Gap between HOMO and LUMO: 0.370 Eh

CARTESIAN COORDINATES (ANGSTROEM)
O1 1.321 2.125 -0.724
C1 0.789 1.166 -0.205
C2 1.447 -0.152 0.131
C3 0.552 -1.329 -0.158
C4 -0.769 -1.186 -0.174
C5 -1.431 0.155 0.026
N1 -0.467 1.195 0.388
H1 1.477 -0.044 1.221
H2 2.461 -0.248 -0.261
H3 1.017 -2.305 -0.289
H4 -1.424 -2.040 -0.336
H5 -2.196 0.086 0.808
H6 -1.941 0.449 -0.904
H7 -0.839 2.129 0.476